one.
Formula: C4H10N3
Source: the OMol25 dataset
Level of theory: ωB97M-V with the def2-TZVPD basis set

Last column: natural (NBO) charge in e.
Positions of all 17 atoms, in Å:
C -0.54103 -0.29054 -0.93527  -0.2248
C -0.89775 -0.24439 1.20533  0.3745
C 1.30402 0.94137 -1.82692  0.3616
C -2.25185 -0.84911 1.49356  -0.7601
N 0.85547 -0.06377 -1.07550  -0.5629
N 2.50196 0.96042 -2.38492  -0.7477
N 0.11730 -0.22530 2.01473  -0.7245
H -1.37952 0.42214 -1.31480  0.2144
H 0.64469 1.72520 -2.17237  0.2180
H -3.01778 -0.48872 0.81674  0.2600
H -2.74390 -0.72518 2.48441  0.2528
H -2.13951 -2.00502 1.57285  0.2789
H 1.60806 -0.73917 -0.88293  0.4114
H 2.56539 1.06921 -3.38953  0.4377
H 3.10539 0.32678 -1.90989  0.3889
H 0.95583 0.29620 1.79498  0.4149
H 0.02047 -0.68866 2.90829  0.4069

Results
* 2S+1: 1
* total charge: +1

***

two.
Formula: C4H10N3
Source: the OMol25 dataset
Level of theory: ωB97M-V with the def2-TZVPD basis set

Last column: natural (NBO) charge in e.
Positions of all 17 atoms, in Å:
C -0.59461 -1.32281 0.59613  -0.1632
C 0.14733 -1.37948 -0.45844  -0.0282
C -0.30652 -0.04583 1.37804  0.0670
C 0.70223 0.46511 -1.84407  -0.4636
N 0.82690 0.47989 0.58195  -0.4266
N -1.36037 0.98154 1.26394  -0.8701
N 1.07334 -0.20039 -0.54972  -0.2035
H -1.27698 -2.02647 0.99650  0.2639
H 0.13939 -2.03704 -1.23681  0.2365
H -0.16261 -0.17444 2.50570  0.2256
H 1.20560 1.41031 -2.15643  0.2664
H 0.37947 -0.21743 -2.63602  0.2573
H -0.20354 1.03064 -1.47475  0.2393
H 0.64909 1.41762 0.38071  0.3903
H -1.22885 1.76820 1.94002  0.3895
H -2.29190 0.59343 1.42479  0.3918
H 2.30203 -0.74284 -0.71154  0.4274

Results
* 2S+1: 1
* total charge: +1

***

three.
Formula: C4H10N3
Source: the OMol25 dataset
Level of theory: ωB97M-V with the def2-TZVPD basis set

Last column: natural (NBO) charge in e.
Positions of all 17 atoms, in Å:
N -2.15562 -1.14303 0.95553  -0.7911
C -1.00253 -0.51081 0.76830  0.4423
N 0.07371 -0.80273 1.37017  -0.4914
C 1.22311 -0.00120 0.88226  -0.2753
C 0.69428 0.86627 -0.31516  -0.0651
N 1.14907 0.01816 -1.49755  -0.6831
C -0.85533 0.75090 -0.25516  -0.5009
H -3.01366 -0.88024 0.47488  0.4080
H -2.31750 -1.67279 1.80302  0.4253
H 1.90131 -0.89948 0.60125  0.2089
H 1.85594 0.66600 1.58133  0.2416
H 1.06823 1.85432 -0.35244  0.2410
H 0.83469 0.45325 -2.38476  0.4477
H 0.85881 -0.94900 -1.30476  0.4568
H 2.17492 0.06893 -1.44769  0.4465
H -1.38793 0.53458 -1.14923  0.2313
H -1.10148 1.64687 0.27002  0.2575

Results
* 2S+1: 1
* total charge: +1

***

four.
Formula: C4H10N3
Source: the OMol25 dataset
Level of theory: ωB97M-V with the def2-TZVPD basis set

Last column: natural (NBO) charge in e.
Positions of all 17 atoms, in Å:
C -0.20775 -1.99501 0.38758  0.6191
C 0.00609 -0.62067 0.43789  -0.2197
C -0.68024 0.35303 -0.21053  0.4026
C -0.41784 1.81336 0.04646  -0.6714
N 0.00137 -3.15877 0.27383  -0.4870
N 0.57810 -0.21348 1.69130  -0.8227
N -1.39741 0.01515 -1.24991  -0.6792
H 1.71620 -1.12690 -0.41954  -0.0457
H 0.50265 2.07067 -0.32373  0.2668
H -0.25888 2.00498 1.13864  0.2743
H -1.24542 2.46135 -0.29649  0.2449
H -0.00101 -4.00129 0.69790  0.4499
H -0.15761 -0.20998 2.42701  0.3936
H 1.54462 -0.32351 1.97249  0.4180
H -1.96964 0.71006 -1.71609  0.4232
H -1.55093 -0.90540 -1.52463  0.4046
H 2.37326 -1.61675 -0.51283  0.0288

Results
* 2S+1: 1
* total charge: +1

***

The least stable of them is one.

***

one.
Formula: C4H13N3
Source: the OMol25 dataset
Level of theory: ωB97M-V with the def2-TZVPD basis set

Last column: natural (NBO) charge in e.
Positions of all 20 atoms, in Å:
C 0.80855 -1.46592 1.62257  -0.4503
C 1.15481 -1.30730 0.26709  0.2000
C -1.89616 0.90704 -1.46141  0.3323
C -2.75038 1.55636 -2.25530  0.0017
N -2.28775 2.32689 -3.28849  -0.6340
N -0.55531 0.69317 -1.68976  -0.6447
N 1.01593 -0.26621 2.62054  -0.7010
H -0.30040 -1.42059 1.54009  0.2658
H 1.14943 -2.24822 2.31385  0.3974
H 0.57671 -2.00046 -0.34253  0.2305
H 2.15952 -1.20403 -0.11689  0.2530
H -3.81203 1.61595 -2.07990  0.2866
H -1.31697 2.60282 -3.20003  0.4152
H 3.85081 -2.13146 3.36468  -0.0071
H -2.88718 3.08674 -3.60610  0.4407
H -0.34063 -0.21021 -2.12161  0.4204
H -0.16933 0.71049 -0.74259  0.3906
H 0.30304 0.46365 2.61968  0.3913
H 1.87914 0.28421 2.59898  0.4021
H 3.41821 -1.99294 3.95711  0.0096

Results
* 2S+1: 1
* total charge: +2

***

two.
Formula: C4H13N3
Source: the OMol25 dataset
Level of theory: ωB97M-V with the def2-TZVPD basis set

Last column: natural (NBO) charge in e.
Positions of all 20 atoms, in Å:
N -0.62259 -0.44164 1.61207  -0.8808
C 0.36885 -0.04424 0.67004  0.1937
C 1.60475 -0.02403 1.08678  -0.0668
N 1.87032 -0.37812 2.49407  -0.6982
C 0.04517 0.56902 -0.68915  -0.4742
C -1.19452 -0.08828 -1.29308  -0.2186
N -1.30010 0.27519 -2.76894  -0.6660
H -0.98481 -1.38644 1.59238  0.4202
H -1.38004 0.22590 1.61229  0.4007
H 2.48457 0.27798 0.53587  0.2497
H 2.31305 0.42331 2.96207  0.4541
H 0.92218 -0.44347 2.91003  0.4779
H 2.50198 -1.16372 2.56744  0.4605
H -0.08602 1.63502 -0.59369  0.2599
H 0.86660 0.26609 -1.33923  0.2425
H -1.29186 -1.16492 -1.20311  0.2454
H -2.10378 0.31806 -0.84714  0.2344
H -2.04722 -0.24026 -3.24037  0.4639
H -0.41198 0.12064 -3.24899  0.4502
H -1.55457 1.26392 -2.81936  0.4518

Results
* 2S+1: 1
* total charge: +2

***

The least stable of them is one.

***

one.
Formula: C4H13N3
Source: the OMol25 dataset
Level of theory: ωB97M-V with the def2-TZVPD basis set

Last column: natural (NBO) charge in e.
Positions of all 20 atoms, in Å:
N 0.50116 1.87097 3.12200  -0.6803
C 0.72068 0.88512 2.30134  0.4106
N 0.13730 0.74521 1.13037  -0.5169
C 0.54348 -0.30934 0.21642  -0.2202
C -0.57166 -0.77780 -0.75018  -0.4322
C -0.00114 -1.04188 -2.14959  -0.2342
N -1.06308 -1.23737 -3.17675  -0.6666
H 0.96542 1.85742 4.02204  0.4522
H -0.13951 2.63551 2.95751  0.4377
H 1.41927 0.12112 2.59942  0.2376
H -0.47479 1.49145 0.82743  0.4244
H 0.87359 -1.17044 0.77027  0.2391
H 1.42400 -0.01644 -0.36683  0.2168
H -1.40497 -0.06908 -0.79403  0.2216
H -1.02024 -1.68335 -0.33424  0.2478
H 0.63200 -1.92868 -2.14414  0.2487
H 0.66899 -0.23174 -2.40191  0.2400
H -1.30891 -2.22656 -3.29177  0.4605
H -0.80300 -0.90018 -4.10311  0.4636
H -1.93632 -0.74348 -2.95565  0.4499

Results
* 2S+1: 1
* total charge: +2

***

two.
Formula: C4H13N3
Source: the OMol25 dataset
Level of theory: ωB97M-V with the def2-TZVPD basis set

Last column: natural (NBO) charge in e.
Positions of all 20 atoms, in Å:
N 1.70549 -0.22253 0.36081  -0.9172
C 0.46755 0.44251 0.18538  0.2096
C 0.35062 1.67293 0.67820  -0.0586
N 1.53743 2.20832 1.36281  -0.7036
C -0.79793 -0.40230 -0.03088  -0.4864
C -0.79457 -1.42647 -1.16897  -0.2057
N -2.23669 -1.96644 -1.25948  -0.6748
H 2.20229 -0.75735 -0.33574  0.4278
H 1.88532 -0.63530 1.26915  0.4104
H -0.54721 2.27206 0.73608  0.2555
H 2.29519 1.58332 1.01328  0.4729
H 1.79763 3.18031 1.18182  0.4632
H 1.45613 2.08216 2.37569  0.4531
H -1.32546 -0.61202 0.89089  0.2626
H -1.39089 0.44105 -0.44530  0.2336
H -0.64301 -1.02485 -2.15308  0.2506
H -0.20486 -2.25582 -0.78408  0.2442
H -2.30257 -2.84034 -1.79156  0.4648
H -2.76645 -1.34008 -1.87358  0.4455
H -2.73552 -1.96883 -0.37003  0.4526

Results
* 2S+1: 1
* total charge: +2

***

three.
Formula: C4H13N3
Source: the OMol25 dataset
Level of theory: ωB97M-V with the def2-TZVPD basis set

Last column: natural (NBO) charge in e.
Positions of all 20 atoms, in Å:
C -1.90681 1.26008 0.42840  -0.2331
C -0.81755 0.19765 0.11800  -0.5042
C -0.10644 0.34378 -1.22341  0.0306
N 3.76111 -1.19186 -0.13118  -0.7129
C 2.44822 -1.25051 -0.22694  0.4150
N 1.55632 -0.55591 -0.89850  -0.7028
N -2.92980 0.57248 1.29152  -0.6670
H -1.42978 2.11654 0.89948  0.2604
H -2.32098 1.57536 -0.52921  0.2483
H -0.03527 0.10479 0.86300  0.2669
H -1.36427 -0.71750 -0.13103  0.2319
H 0.51383 1.21024 -1.42238  0.2536
H -0.31868 -0.41648 -1.96061  0.2547
H 4.20552 -1.28294 0.77219  0.4536
H 4.30007 -0.67444 -0.81864  0.4217
H 2.07259 -2.06962 0.39905  0.2017
H 1.91366 -0.50662 -1.85997  0.3977
H -3.53883 0.01659 0.68526  0.4588
H -3.57396 1.23211 1.74434  0.4687
H -2.42895 0.03623 2.00065  0.4566

Results
* 2S+1: 1
* total charge: +2

***

The least stable of them is three.

***

one.
Formula: C14H10CrN2O3Se3Te
Source: the OMol25 dataset
Level of theory: ωB97M-V with the def2-TZVPD basis set

Last column: natural (NBO) charge in e.
Positions of all 34 atoms, in Å:
Cr 0.43334 -0.63300 -1.60146  0.6732
O 1.45179 3.73613 -1.52299  -0.6905
C 1.05972 3.93558 -0.25194  0.4343
C 1.21598 5.20836 0.29032  -0.3136
C 0.81644 5.48432 1.58635  -0.1979
C 0.25212 4.48247 2.36345  -0.2859
C 0.11004 3.21241 1.84953  -0.1360
C 0.50918 2.90976 0.54522  -0.2101
C 0.36554 1.54807 0.04801  0.5626
O 0.75855 1.23504 -1.15984  -0.7230
N -0.13459 0.63166 0.85322  -0.4331
N -0.19238 -0.57629 0.24877  -0.3085
C -0.51347 -1.60917 0.99887  0.1141
C -0.69053 -2.93422 0.52215  -0.2487
C -1.05030 -3.95473 1.42145  -0.1485
C -1.27551 -5.24846 1.01241  -0.3232
C -1.15813 -5.57986 -0.33797  -0.1930
C -0.77352 -4.62333 -1.24775  -0.3040
C -0.50807 -3.29844 -0.85683  0.4941
O -0.09220 -2.46004 -1.75131  -0.6956
H 1.28545 2.78628 -1.73487  0.5261
H 1.66055 5.97341 -0.32986  0.2076
H 0.94671 6.48118 1.99133  0.1918
H -0.06679 4.69069 3.37593  0.1926
H -0.31875 2.41726 2.43963  0.2348
H -0.65848 -1.41366 2.06415  0.1774
H -1.13475 -3.70253 2.47242  0.1874
H -1.56348 -6.00812 1.72901  0.1867
H -1.35393 -6.59286 -0.67193  0.1893
H -0.65204 -4.85020 -2.29931  0.2178
Se -1.70743 -0.06933 -2.53357  -0.2111
Se -1.79563 1.04080 -4.47559  -0.3629
Te 2.02912 -0.92895 -3.71673  -0.2777
Se 2.74547 -1.29025 -1.32027  -0.5266

Results
* 2S+1: 5
* total charge: -2

***

two.
Formula: C14H10CrN2O3Se3Te
Source: the OMol25 dataset
Level of theory: ωB97M-V with the def2-TZVPD basis set

Last column: natural (NBO) charge in e.
Positions of all 34 atoms, in Å:
Cr -0.01454 0.53836 0.18590  0.9282
O -4.42541 0.63169 0.62548  -0.6796
C -4.65801 -0.60310 0.13322  0.4352
C -5.97811 -1.02726 0.04975  -0.3109
C -6.28240 -2.29397 -0.42216  -0.1925
C -5.26063 -3.14434 -0.82402  -0.2877
C -3.94933 -2.72250 -0.78534  -0.1390
C -3.61612 -1.44587 -0.31802  -0.2194
C -2.23422 -1.00935 -0.34598  0.5406
O -1.84337 0.02932 0.37349  -0.7631
N -1.34346 -1.61588 -1.09792  -0.4262
N -0.13009 -1.00667 -0.97354  -0.3459
C 0.84031 -1.53770 -1.70406  0.1108
C 2.19797 -1.15637 -1.64731  -0.2466
C 3.13515 -1.71064 -2.53960  -0.1512
C 4.46115 -1.34891 -2.51028  -0.3085
C 4.91176 -0.41792 -1.57745  -0.1888
C 4.02912 0.13808 -0.67556  -0.3012
C 2.67465 -0.20981 -0.68643  0.4783
O 1.85552 0.35436 0.16455  -0.7467
H -3.45338 0.74075 0.68376  0.5294
H -6.75814 -0.34180 0.34990  0.2152
H -7.31521 -2.61652 -0.46586  0.1951
H -5.49770 -4.13742 -1.18330  0.1941
H -3.14505 -3.36129 -1.12073  0.2272
H 0.55914 -2.34648 -2.37991  0.1811
H 2.78328 -2.42928 -3.27149  0.1901
H 5.15140 -1.78426 -3.22195  0.1912
H 5.95215 -0.12269 -1.56634  0.1958
H 4.35916 0.87562 0.04571  0.2279
Se -1.47895 2.48046 1.12186  -0.1538
Se -2.13869 4.34133 2.23481  -0.6491
Te 1.39706 4.94361 1.39033  -0.4926
Se 0.76529 2.64496 0.65639  -0.2370

Results
* 2S+1: 5
* total charge: -2

***

The least stable of them is two.

***

one.
Formula: H4NOPS2
Source: the OMol25 dataset
Level of theory: ωB97M-V with the def2-TZVPD basis set

Last column: natural (NBO) charge in e.
Positions of all 9 atoms, in Å:
N 0.14671 0.76868 1.29357  -1.1486
P -0.14647 -0.21504 -0.21876  1.4790
O 1.35378 -0.48364 -0.74484  -0.9977
S -1.20786 -1.81816 0.08266  -0.5637
S -0.78662 1.15876 -1.65224  -0.2515
H -0.17217 0.29307 2.12369  0.4007
H 1.09452 1.09653 1.35036  0.3890
H 1.67636 -1.34034 -0.45576  0.5178
H -1.95823 0.54014 -1.77869  0.1751

Results
* 2S+1: 1

***

two.
Formula: H4NOPS2
Source: the OMol25 dataset
Level of theory: ωB97M-V with the def2-TZVPD basis set

Last column: natural (NBO) charge in e.
Positions of all 9 atoms, in Å:
N 0.08343 -0.53232 1.37452  -1.1368
O 0.68593 -0.48120 -1.63709  -0.9684
P -0.66618 0.03795 0.02899  1.3496
S -2.49080 -0.53455 -0.25461  -0.4511
S -0.28364 2.11751 0.10366  -0.2617
H 1.02315 -0.02418 1.31772  0.4028
H 0.34338 -1.50832 1.02635  0.4190
H 0.17917 -0.31487 -2.39710  0.4540
H -1.13084 2.25580 -1.01764  0.1926

Results
* 2S+1: 1

***

The least stable of them is two.

***

one.
Formula: H4NOPS2
Source: the OMol25 dataset
Level of theory: ωB97M-V with the def2-TZVPD basis set

Last column: natural (NBO) charge in e.
Positions of all 9 atoms, in Å:
N -2.00242 0.82172 0.42230  -0.8739
O 1.34892 -0.24280 -1.58911  -0.9782
P 0.84255 0.05702 -0.09441  1.1958
S 1.89036 1.48702 0.70311  -0.4271
S 0.89145 -1.85418 0.83032  -0.2566
H -1.87873 1.80649 0.19869  0.3238
H -2.46338 0.40515 -0.39005  0.3174
H 1.12817 -1.09292 -1.97645  0.5156
H 0.24309 -1.38750 1.89561  0.1831

Results
* 2S+1: 1

***

two.
Formula: H4NOPS2
Source: the OMol25 dataset
Level of theory: ωB97M-V with the def2-TZVPD basis set

Last column: natural (NBO) charge in e.
Positions of all 9 atoms, in Å:
N -0.85067 0.65569 0.25222  -0.9865
O 2.18617 0.63690 0.18501  -0.9808
P 1.18393 -0.07281 1.12931  1.3531
S 1.57553 0.41604 2.98120  -0.4803
S 1.39734 -2.18689 0.52367  -0.2655
H -1.60659 -0.06584 0.60989  0.3567
H -1.05472 1.37732 0.90029  0.3442
H 1.83255 0.58125 -0.70075  0.5153
H 2.57845 -2.31857 0.97698  0.1438

Results
* 2S+1: 1

***

The least stable of them is one.